Entry 1:
{"formula": "C5H7N4P", "method": "ωB97M-V with the def2-TZVPD basis set", "e_tot_ha": -754.82833, "homo_energy_ev": [-7.033, -7.030], "e_lumo_ha": [-0.0174, -0.0174], "elements": ["C", "N", "C", "H", "C", "N", "H", "H", "H", "H", "N", "H", "N", "C", "H", "C", "P"], "xyz": [[-0.2026, -0.5613, 0.4370], [-0.6099, -1.7040, 0.8626], [1.7247, 2.5874, 0.4455], [1.1182, 3.5091, 0.8876], [0.4285, 0.4409, 1.1141], [-1.4135, -2.7542, 0.3969], [-0.2113, -2.0181, 1.7190], [1.9658, 2.9620, -0.6050], [-1.8826, -3.2092, -2.0837], [0.4741, 0.3400, 2.2252], [-0.0945, -0.1574, -0.9959], [2.6037, 2.5065, 0.8997], [0.5692, 1.0117, -1.0363], [0.8803, 1.3404, 0.1936], [-3.0822, -1.5663, -1.0609], [-0.5847, -0.5741, -2.1196], [-1.6833, -2.1534, -1.2798]]}

Entry 2:
{"formula": "C23H19IMoN4O3", "method": "ωB97M-V with the def2-TZVPD basis set", "spin_multiplicity": 3, "e_tot_ha": -1697.99746, "homo_energy_ev": [-14.445, -14.507], "e_lumo_ha": [-0.2870, -0.2900], "total_charge": 2, "elements": ["C", "H", "H", "C", "H", "C", "H", "C", "N", "H", "C", "C", "C", "N", "C", "N", "I", "H", "O", "H", "H", "C", "C", "N", "C", "C", "C", "C", "H", "H", "H", "C", "H", "H", "C", "C", "H", "O", "C", "C", "H", "Mo", "H", "O", "H", "C", "H", "C", "C", "H", "C"], "xyz": [[-1.0160, 4.6451, 1.9657], [5.5085, -3.0925, 2.1314], [-0.7419, 3.9499, 2.7620], [-4.0267, -0.9432, -1.3893], [-1.0989, -4.6987, 0.4722], [1.5375, 4.2123, -1.4624], [-5.7586, -1.5108, -0.2716], [4.8345, -2.4681, 1.5624], [-1.0971, 0.9976, -0.1840], [6.2901, -0.9228, 1.2371], [-2.3430, 0.2756, -0.1439], [4.4150, -0.4409, 0.3345], [0.7215, 5.4261, 0.3273], [1.5161, 5.3173, -0.7436], [-4.3356, -0.4715, 0.9530], [0.3121, -1.8181, -0.2930], [-1.5299, -0.2946, -2.9934], [4.7310, 0.5110, -0.0686], [0.7958, 1.9831, -1.7962], [-4.9338, -0.5497, 1.8503], [1.3290, -4.4379, 1.1456], [1.2823, -2.5150, 0.3264], [-4.7979, -1.0159, -0.2364], [0.8021, -3.7158, 0.6819], [0.7464, 3.1114, -1.0706], [3.5392, -2.8897, 1.3372], [2.4287, 4.1703, -2.6632], [5.2738, -1.2467, 1.0606], [2.1814, 5.0033, -3.3203], [-1.7454, -2.3523, -0.7315], [-2.7501, 0.5969, 1.9365], [-0.8072, -2.6451, -0.3032], [2.3386, 3.2403, -3.2171], [-1.9900, 2.5481, 0.8282], [-1.1056, 2.2172, 0.2874], [-0.1097, 3.2185, 0.0397], [-4.3769, -1.3843, -2.3129], [-2.3880, 4.4075, 1.6670], [2.6495, -2.0979, 0.6043], [3.1206, -0.8814, 0.1237], [0.7680, 6.3734, 0.8523], [0.5632, 0.2187, -1.1516], [3.2298, -3.8427, 1.7458], [2.2731, -0.0922, -0.6049], [-0.8599, 5.6508, 2.3557], [-3.1092, 0.1760, 1.0059], [-2.8233, 5.2371, 1.4459], [-2.8047, -0.2981, -1.3252], [-0.1308, 4.4358, 0.7601], [3.4650, 4.3035, -2.3525], [-0.5092, -3.8174, 0.2938]]}

> What is the formula in the second record?

C23H19IMoN4O3